1.
{
  "formula": "H12MgO10S",
  "method": "the ωB97M-V functional and the def2-TZVPD basis",
  "e_lumo_ev": -1.97,
  "multiplicity": 1,
  "de_lowest_kcal_mol": 35.7,
  "homo_ha": -0.211,
  "energy_ha": -1357.94198,
  "species": ["Mg", "S", "O", "O", "O", "O", "O", "H", "H", "O", "H", "H", "O", "H", "H", "O", "H", "H", "O", "H", "H", "O", "H", "H"],
  "xyz": [[0.224, -0.253, 0.118], [0.350, -1.723, -2.792], [-1.034, -1.777, -3.257], [0.910, -0.628, -3.584], [0.329, -1.276, -1.362], [1.107, -2.949, -2.863], [-1.596, 2.777, 1.041], [-1.560, 1.841, 1.262], [-0.959, 3.191, 1.628], [0.139, 0.817, 1.985], [0.799, 1.516, 2.063], [-0.159, 0.659, 2.888], [-0.059, -1.922, 1.269], [0.410, -2.764, 1.247], [-0.386, -1.848, 2.171], [2.257, -0.272, 0.317], [2.796, 0.507, 0.492], [2.889, -0.965, 0.092], [-1.822, -0.097, 0.164], [-2.492, 0.035, -0.521], [-2.288, 0.055, 0.993], [0.126, 1.381, -0.891], [0.655, 1.722, -1.624], [-0.637, 1.972, -0.835]]
}

***

2.
{
  "formula": "H12O14SV2",
  "method": "the ωB97M-V functional and the def2-TZVPD basis",
  "e_lumo_ev": -2.13,
  "multiplicity": 1,
  "de_lowest_kcal_mol": 0.0,
  "homo_ha": -0.345,
  "energy_ha": -3346.83266,
  "species": ["O", "V", "O", "O", "V", "O", "S", "O", "O", "O", "O", "O", "H", "H", "O", "H", "H", "O", "H", "H", "O", "H", "H", "O", "H", "H", "O", "H", "H"],
  "xyz": [[6.683, 17.955, -3.856], [7.683, 17.035, -3.067], [7.597, 17.333, -1.520], [9.484, 20.054, -1.652], [11.063, 19.822, -1.702], [11.336, 18.512, -0.852], [10.452, 18.344, -4.494], [9.756, 19.366, -5.240], [11.407, 18.968, -3.484], [9.434, 17.594, -3.606], [11.176, 17.382, -5.265], [13.280, 20.203, -1.616], [13.750, 19.572, -1.025], [13.557, 21.083, -1.345], [11.933, 15.894, -0.100], [11.736, 16.739, -0.537], [11.089, 15.605, 0.258], [11.213, 21.098, 0.162], [11.572, 20.584, 0.894], [11.049, 21.983, 0.496], [11.180, 21.719, -2.939], [11.870, 21.872, -3.593], [10.570, 22.459, -2.998], [14.089, 18.273, 0.275], [13.481, 17.517, 0.284], [14.724, 18.093, 0.973], [7.494, 20.158, 0.463], [6.597, 20.202, 0.121], [8.021, 19.833, -0.282]]
}

***

3.
{
  "formula": "H12O5S",
  "method": "the ωB97M-V functional and the def2-TZVPD basis",
  "smiles": "O.O.O.O.O.S",
  "e_lumo_ev": 0.35,
  "multiplicity": 1,
  "de_lowest_kcal_mol": 12.2,
  "homo_ha": -0.368,
  "energy_ha": -781.56672,
  "species": ["O", "H", "H", "O", "H", "H", "O", "H", "H", "O", "H", "H", "O", "H", "H", "S", "H", "H"],
  "xyz": [[2.065, 2.396, -1.683], [1.836, 3.254, -1.314], [2.283, 1.888, -0.892], [-2.403, 1.503, -0.633], [-2.816, 1.970, 0.098], [-2.213, 0.626, -0.280], [2.532, 0.318, 0.823], [2.348, -0.609, 0.635], [2.221, 0.382, 1.741], [-1.382, -1.629, -0.824], [-1.729, -2.480, -1.107], [-0.902, -1.316, -1.608], [1.122, -0.704, -2.693], [2.056, -0.474, -2.801], [0.887, -0.006, -2.063], [-0.920, -0.839, 2.636], [-0.537, -1.739, 3.550], [-0.735, -1.633, 1.576]]
}

***

4.
{
  "formula": "H12O5S2",
  "method": "the ωB97M-V functional and the def2-TZVPD basis",
  "smiles": "SS.O.O.O.O.O",
  "e_lumo_ev": 0.17,
  "multiplicity": 1,
  "de_lowest_kcal_mol": 19.2,
  "homo_ha": -0.354,
  "energy_ha": -1179.74677,
  "species": ["S", "S", "H", "H", "O", "H", "H", "O", "H", "H", "O", "H", "H", "O", "H", "H", "O", "H", "H"],
  "xyz": [[4.849, -0.164, 1.127], [3.883, -0.726, -0.623], [4.249, -0.961, 2.025], [2.831, 0.102, -0.495], [-1.720, 0.685, -0.538], [-1.812, -0.236, -0.260], [-1.511, 1.077, 0.337], [-4.697, 0.602, -3.969], [-5.469, 0.297, -4.461], [-4.347, -0.226, -3.621], [-1.308, -0.664, 3.088], [-1.976, -1.346, 2.938], [-0.558, -0.936, 2.543], [1.069, 1.402, -1.279], [1.396, 0.964, -2.066], [0.105, 1.347, -1.184], [1.357, -0.476, 1.896], [2.064, -1.078, 2.174], [1.593, 0.335, 2.369]]
}

***

5.
{
  "formula": "H12O6",
  "method": "the ωB97M-V functional and the def2-TZVPD basis",
  "smiles": "O.O.O.O.O.O",
  "e_lumo_ev": 0.23,
  "multiplicity": 1,
  "de_lowest_kcal_mol": 51.0,
  "homo_ha": -0.381,
  "energy_ha": -458.59116,
  "species": ["O", "H", "H", "O", "H", "H", "O", "H", "H", "O", "H", "H", "O", "H", "H", "O", "H", "H"],
  "xyz": [[-0.189, 0.604, -0.587], [0.361, -0.184, -0.657], [-0.133, 0.847, 0.344], [3.875, -0.631, 1.200], [4.598, -1.264, 1.130], [4.115, -0.083, 1.956], [2.736, -1.656, -1.149], [2.973, -0.769, -0.856], [1.809, -1.745, -0.903], [-3.382, -0.184, 1.895], [-3.623, 0.251, 2.721], [-2.425, -0.282, 1.951], [-4.440, -0.730, -1.201], [-4.277, -0.333, -0.338], [-5.390, -0.630, -1.329], [1.205, 2.467, -0.530], [1.665, 3.011, 0.119], [1.892, 2.226, -1.162]]
}

***

6.
{
  "formula": "H12O6",
  "method": "the ωB97M-V functional and the def2-TZVPD basis",
  "smiles": "O.O.O.O.O.O",
  "e_lumo_ev": 0.31,
  "multiplicity": 1,
  "de_lowest_kcal_mol": 37.6,
  "homo_ha": -0.404,
  "energy_ha": -458.61260,
  "species": ["O", "H", "H", "O", "H", "H", "O", "H", "H", "O", "H", "H", "O", "H", "H", "O", "H", "H"],
  "xyz": [[3.548, 2.879, 2.600], [2.644, 2.992, 2.267], [3.849, 3.777, 2.398], [-2.341, 0.369, 0.052], [-2.941, -0.058, 0.653], [-2.303, -0.118, -0.772], [0.107, 2.320, -0.768], [0.072, 3.169, -1.216], [-0.520, 1.774, -1.250], [-3.591, -1.905, -1.731], [-2.904, -2.255, -2.309], [-3.859, -2.625, -1.157], [-1.182, -2.780, -3.038], [-1.377, -3.717, -2.970], [-0.571, -2.695, -3.775], [4.002, -0.667, 3.568], [3.552, -0.058, 2.979], [3.815, -0.401, 4.470]]
}